{"formula": "C4H12NO3", "method": "the ωB97M-V functional and the def2-TZVPD basis", "elements": ["C", "C", "C", "O", "N", "C", "O", "H", "H", "H", "H", "H", "H", "H", "H", "H", "H", "H", "H", "O"], "coordinates": [[1.30, -0.47, -0.77], [0.28, -0.92, 0.24], [0.97, -0.97, 1.61], [0.27, -1.28, 2.78], [-0.96, -0.13, 0.25], [-0.74, 1.41, 0.30], [-0.78, 1.93, -0.96], [0.89, -0.44, -1.74], [2.26, -0.95, -0.88], [1.55, 0.48, -0.57], [-0.12, -2.04, 0.07], [1.66, -1.90, 1.58], [1.80, -0.18, 1.82], [-0.44, -0.61, 2.99], [-1.42, -0.24, -0.68], [-1.45, 1.75, 0.94], [0.25, 1.75, 0.66], [-1.38, 1.52, -2.13], [-2.07, 0.27, -2.52], [-1.88, 1.03, -3.02]], "charge": -1, "e_tot_ev": -11973.9563, "e_above_lowest_kcal_mol": 46.0, "e_homo_ev": -3.743}